[1]
A molecular structure, C12H23Cl10N at a distorted geometry. Source: OMol25; level of theory: ωB97M-V with the def2-TZVPD basis set.

Output
LUMO energy = 0.25 eV
spin multiplicity = 1
gap between HOMO and LUMO = 7.6 eV
charge = 0
relative energy (zero: lowest compared OMol25 entry of this formula, charge and spin) = 28.892 eV

Geometry as XYZ:
```
46
Properties=species:S:1:pos:R:3:forces:R:3
C 11.2651 -5.1219 22.4218 -0.07 0.35 1.42
C 11.5691 -3.7294 22.2201 0.02 2.86 0.15
N 11.7933 -2.6166 21.9432 -1.19 -2.39 4.74
H 12.1601 -5.6175 22.7978 -0.39 0.34 0.34
H 10.9687 -5.5766 21.4765 -0.04 0.23 1.00
H 10.5051 -5.1413 23.2029 -0.32 -0.43 -0.15
Cl 13.4687 -3.3907 20.2365 4.63 -13.04 12.52
C 13.6295 -5.0757 20.7566 3.08 1.24 5.96
C 14.8354 -5.3117 21.6436 -0.51 6.06 -2.67
Cl 14.6952 -4.4793 23.2392 -4.88 0.41 -2.82
H 13.6842 -5.6647 19.8411 2.89 -0.04 5.46
H 12.6995 -5.3439 21.2579 1.22 0.08 -0.91
H 15.7843 -4.8680 21.3423 -1.60 0.68 -2.35
H 14.9469 -6.3772 21.8445 7.17 4.55 -2.16
Cl 17.3819 -2.9817 24.0535 -0.19 0.38 -0.07
C 16.8124 -4.6191 24.3398 1.56 -1.81 1.13
C 16.9535 -5.5184 23.0514 1.94 0.77 1.10
Cl 18.6871 -5.5309 22.5981 0.37 -0.57 0.01
H 15.7755 -4.6587 24.6736 1.79 0.28 1.01
H 17.3890 -4.9841 25.1897 0.63 -0.27 -0.36
H 16.4900 -5.1685 22.1290 2.43 0.00 2.32
H 16.5739 -6.5371 23.1306 0.31 -0.11 0.72
Cl 9.9441 -6.3670 20.0406 -0.41 -1.01 -1.20
C 10.2622 -5.2492 18.6916 0.63 1.06 -0.33
C 11.6597 -4.4755 18.7782 -2.71 -3.90 -1.18
Cl 13.0299 -5.5829 18.6555 -4.85 -2.48 -12.73
H 9.4042 -4.5814 18.7697 0.44 0.58 -0.02
H 10.0962 -5.7573 17.7417 0.49 -0.30 0.18
H 11.7864 -3.8966 19.6931 -1.36 -3.53 -0.63
H 11.7512 -3.7775 17.9461 -0.05 -0.45 0.05
Cl 13.8768 -2.6064 17.0910 -0.06 0.46 -1.28
C 14.3431 -2.3250 18.7759 3.70 4.15 -5.42
C 13.3373 -1.3901 19.4228 -1.52 1.11 0.09
Cl 11.8135 -2.3382 19.7663 -7.71 14.09 -5.45
H 15.2652 -1.7477 18.8436 0.41 0.22 -0.40
H 14.4669 -3.3499 19.1259 2.91 1.89 -3.10
H 13.0154 -0.5629 18.7902 0.36 -0.13 -0.07
H 13.6018 -1.0746 20.4321 0.43 0.44 -0.28
Cl 13.9478 -7.0900 22.1753 -8.30 -9.87 5.01
C 12.8787 -7.9527 23.2767 -1.96 -0.75 -0.08
C 12.4505 -9.2929 22.7397 0.87 -0.22 -0.59
Cl 11.3734 -10.1180 23.8438 -0.43 -0.42 0.50
H 11.9756 -7.3426 23.2642 -0.02 -0.09 0.21
H 13.2449 -7.8695 24.3000 0.40 -0.58 -0.21
H 13.3025 -9.9284 22.4984 0.05 -0.13 0.40
H 11.9326 -9.1851 21.7866 -0.14 0.28 0.11
```
Forces are in eV/Å.

[2]
A molecular structure, C12H23F3FeNO2P2 at a distorted geometry. Source: OMol25; level of theory: ωB97M-V with the def2-TZVPD basis set.

Output
LUMO energy (alpha / beta) = -3.72 / -5.11 eV
spin multiplicity = 5
gap between HOMO and LUMO (alpha / beta) = 4.0 / 7.0 eV
charge = +1
relative energy (zero: lowest compared OMol25 entry of this formula, charge and spin) = 0.000 eV

Geometry as XYZ:
```
44
Properties=species:S:1:pos:R:3:forces:R:3
Fe -0.0221 0.0983 -0.2785 0.45 0.59 -0.17
P 1.9142 -0.7511 0.0648 2.26 -1.31 -0.91
C 2.3122 -1.1664 -1.7015 -0.10 0.12 0.42
C 1.0394 -1.5916 -2.3964 1.47 -1.18 -1.42
N -0.1166 -1.1100 -1.8773 0.06 1.29 2.63
C -1.2979 -1.4451 -2.4503 -1.61 -0.96 -1.54
C -1.3526 -2.3297 -3.5239 -0.32 1.08 0.85
C -0.1740 -2.8187 -4.0849 0.11 -0.46 -0.55
C 1.0383 -2.4245 -3.5136 0.32 0.66 1.04
C -2.5534 -0.8319 -1.8589 0.12 0.07 0.31
P -2.0447 0.5588 -0.7523 -1.89 -0.24 -1.28
H 2.0040 -2.7668 -3.8827 -0.31 0.01 -0.04
H -2.3399 -2.5795 -3.9050 0.27 -0.06 -0.07
H -0.1979 -3.4835 -4.9482 0.02 0.20 0.30
H -3.2249 -0.4372 -2.6354 0.18 -0.17 0.14
H -3.1460 -1.5465 -1.2598 0.33 0.10 -0.15
H 2.7383 -0.2408 -2.1400 -0.26 -0.31 0.10
H 3.0830 -1.9436 -1.7274 -0.10 0.09 -0.13
H 0.9951 3.8536 -2.0452 0.47 -0.55 -0.31
O 1.4314 3.0614 -2.4283 -0.05 0.11 0.08
H 2.1907 3.3355 -2.9613 -0.36 0.14 0.24
H -0.3262 4.4942 0.0402 0.18 -0.07 -0.30
O -0.3836 4.4136 -0.9266 -0.50 0.74 0.57
H -1.0471 5.0819 -1.1710 0.38 -0.19 -0.01
C -1.9419 1.9793 -1.8602 -0.34 0.56 0.11
H -2.9065 2.0848 -2.3716 0.17 0.12 -0.04
H -1.7007 2.8853 -1.2810 -0.20 -0.47 -0.27
H -1.1265 1.8524 -2.5892 -0.29 -0.14 0.21
C -3.3177 0.7433 0.4934 -0.18 0.36 0.20
H -3.0620 1.6152 1.1022 -0.23 -0.15 -0.08
H -4.2949 0.8782 0.0214 0.06 -0.04 0.14
H -3.3203 -0.1396 1.1451 -0.04 0.17 -0.23
C 1.7596 -2.3390 0.9378 -0.02 0.04 0.26
H 2.6824 -2.9197 0.8163 -0.20 0.08 0.06
H 1.5947 -2.1183 2.0013 0.06 -0.15 -0.22
H 0.9011 -2.9119 0.5615 0.27 0.18 0.02
C 3.3598 0.0920 0.7231 0.04 0.08 0.24
H 3.1412 0.3457 1.7642 0.21 0.01 -0.13
H 4.2384 -0.5580 0.6745 -0.09 0.09 -0.02
H 3.5308 1.0190 0.1621 -0.04 -0.24 0.15
F -0.0544 0.3426 2.5593 0.16 0.95 -1.03
C 0.0737 1.1840 1.4502 0.05 0.31 1.06
F -0.9015 2.1646 1.6077 0.85 -0.76 -0.05
F 1.2676 1.8804 1.6326 -1.32 -0.74 -0.19
```
Forces are in eV/Å.

[3]
A molecular structure, C12H23F3GdNO5P2S at a distorted geometry. Source: OMol25; level of theory: ωB97M-V with the def2-TZVPD basis set.

Output
LUMO energy (alpha / beta) = -7.17 / -10.79 eV
spin multiplicity = 8
gap between HOMO and LUMO (alpha / beta) = 8.2 / 5.1 eV
charge = +2

Geometry as XYZ:
```
48
Properties=species:S:1:pos:R:3:forces:R:3
Gd 0.0852 0.0804 0.3638 -0.34 2.66 1.76
P -2.4951 0.4849 -0.5615 -0.97 -0.89 1.35
C -2.1842 0.9185 -2.2215 0.40 0.53 -1.13
C -0.8783 1.3020 -2.6409 0.08 0.04 0.07
N 0.2293 1.0087 -1.8475 0.34 0.22 -0.96
C 1.4463 1.3775 -2.3063 0.00 0.14 0.35
C 1.6115 2.1286 -3.4685 -0.21 -0.05 -0.26
C 0.5087 2.4453 -4.2569 0.48 0.23 -0.06
C -0.7323 2.0116 -3.8601 -0.57 -0.30 0.42
C 2.6951 1.0507 -1.4975 0.05 0.15 0.35
P 2.5277 -0.4517 -0.4319 2.29 -0.32 -1.06
H -1.6341 2.2492 -4.4260 0.32 -0.11 0.08
H 2.6083 2.4550 -3.7327 -0.04 -0.03 -0.11
H 0.6256 3.0396 -5.1609 0.00 -0.15 0.17
H 3.5773 0.9337 -2.1431 -0.33 0.03 0.01
H 2.9481 1.8913 -0.8300 -0.20 -0.07 -0.16
H -2.2120 -1.2457 -3.9330 0.09 -0.22 -0.03
H -2.9785 1.0838 -2.9536 0.04 -0.06 0.30
H -0.7046 -3.4529 -2.6170 0.27 -0.47 0.74
O -1.9915 -2.1744 -4.0871 -0.77 0.15 -0.78
H -2.5727 -2.4086 -4.8543 0.79 0.02 0.91
H -0.3562 -1.7905 0.4698 -0.76 -2.02 -0.02
O -0.3469 -3.8550 -1.7867 -0.44 0.94 -0.57
H 0.4498 -3.3508 -1.5896 0.10 -0.24 -0.20
C 2.9689 -1.8182 -1.5425 -0.28 -0.53 -0.07
H 3.9988 -1.8054 -1.9317 -0.32 0.21 0.27
H 2.8191 -2.7511 -0.9747 0.14 0.18 -0.29
H 2.2680 -1.8196 -2.3938 0.25 -0.03 0.22
C 3.7938 -0.3465 0.8716 0.00 0.07 0.32
H 3.6991 -1.2703 1.4663 0.08 0.36 -0.10
H 4.8344 -0.2571 0.5253 -0.43 -0.04 -0.14
H 3.5590 0.5114 1.5245 0.09 -0.37 -0.16
C -3.1732 1.9050 0.3574 0.04 0.32 -0.15
H -4.1641 2.1803 -0.0274 0.18 -0.11 0.04
H -3.2469 1.6573 1.4261 0.08 -0.05 -0.32
H -2.4865 2.7559 0.2351 -0.25 -0.23 0.10
C -3.5704 -0.9669 -0.3261 -0.12 -0.20 -0.26
H -3.7051 -1.1236 0.7569 0.09 0.18 -0.33
H -4.5618 -0.8690 -0.7927 0.31 0.06 0.10
H -3.0507 -1.8485 -0.7354 -0.28 0.27 0.06
F 0.1070 2.0002 5.4842 -0.06 0.39 -1.94
C 0.0496 2.5104 4.2292 0.12 1.24 1.60
F -1.0217 3.3457 4.1443 1.38 -1.12 -0.08
F 1.1870 3.1973 3.9716 -1.31 -0.90 0.13
S -0.2029 1.1930 2.9379 -0.11 0.28 0.47
O 0.9574 0.2830 2.8186 -0.86 0.11 -0.04
O -1.4912 0.5876 3.1876 0.94 0.16 -0.33
O -0.1807 1.9926 1.6598 -0.29 -0.45 -0.27
```
Forces are in eV/Å.

[4]
A molecular structure, C12H23F3NO2P2Zr at a distorted geometry. Source: OMol25; level of theory: ωB97M-V with the def2-TZVPD basis set.

Output
LUMO energy (alpha / beta) = -14.52 / -14.52 eV
spin multiplicity = 1
gap between HOMO and LUMO (alpha / beta) = 5.0 / 5.0 eV
charge = +3

Geometry as XYZ:
```
44
Properties=species:S:1:pos:R:3:forces:R:3
Zr -0.0271 -0.3916 1.3405 0.77 1.35 1.23
P -2.4833 0.2276 0.8418 -1.93 -0.87 0.81
C -2.1724 0.5937 -0.8752 1.05 2.16 -1.45
C -0.9073 1.0240 -1.3501 -0.17 -0.71 0.19
N 0.2391 0.7370 -0.6142 0.64 -0.19 -0.02
C 1.4594 1.1285 -1.0287 -1.13 -1.28 2.44
C 1.5957 1.8926 -2.1741 -0.53 0.99 -1.61
C 0.4840 2.1778 -2.9524 1.10 0.54 -0.39
C -0.7518 1.7139 -2.5717 -1.24 -0.28 -0.12
C 2.6583 0.7858 -0.1799 0.02 0.10 -0.19
P 2.4954 -0.7134 0.8891 1.72 -0.14 -0.82
H -1.6306 1.8894 -3.1887 0.12 0.06 0.01
H 2.5765 2.2612 -2.4404 0.08 0.03 -0.16
H 0.5959 2.7627 -3.8608 -0.04 -0.06 0.06
H 3.5242 0.5936 -0.8242 -0.03 0.35 0.04
H 2.9027 1.6235 0.4933 -0.10 0.06 -0.27
H -2.1221 -1.3334 -2.2874 0.10 -1.05 -0.50
H -3.0046 0.7278 -1.5732 0.01 -0.20 0.00
H -1.0822 -2.9607 -1.1341 0.53 -0.64 0.66
O -1.8416 -2.2632 -2.4137 -0.41 1.23 -0.19
H -2.2566 -2.5604 -3.2396 0.04 -0.11 0.16
H -0.2796 -2.0680 1.5331 -0.03 -0.98 1.21
O -0.6191 -3.2094 -0.2848 0.37 1.05 -0.75
H 0.2895 -3.4629 -0.5399 -0.70 -0.16 0.10
C 3.0302 -2.0016 -0.2512 -0.41 -0.44 -0.18
H 4.0595 -1.8117 -0.5681 -0.09 -0.03 0.07
H 2.9707 -2.9723 0.2500 0.10 0.05 -0.11
H 2.3754 -2.0170 -1.1266 0.10 -0.11 -0.03
C 3.8580 -0.5754 2.0497 -0.13 0.28 0.69
H 3.8655 -1.4692 2.6808 0.07 0.06 -0.07
H 4.8181 -0.4823 1.5318 -0.19 -0.05 -0.06
H 3.6955 0.2944 2.6917 0.12 -0.08 0.03
C -3.4153 1.6257 1.5212 0.07 1.12 -0.41
H -4.3459 1.7582 0.9493 0.24 -0.08 0.21
H -3.6406 1.4417 2.5809 0.16 -0.26 -0.23
H -2.7992 2.5321 1.4542 -0.22 -0.11 0.11
C -3.6657 -1.1565 0.8071 0.22 -0.21 -0.31
H -3.9546 -1.3845 1.8435 0.04 0.10 -0.25
H -4.5504 -0.8794 0.2155 0.17 -0.14 0.22
H -3.1599 -2.0329 0.3785 -0.29 0.07 0.12
F 0.0427 2.7995 1.8981 0.07 -1.40 0.19
C 0.2603 1.6324 2.6355 0.11 0.73 1.65
F 1.5291 1.8007 3.1828 -1.18 -0.44 -0.82
F -0.6159 1.7221 3.7104 0.77 -0.29 -1.29
```
Forces are in eV/Å.

[5]
A molecular structure, C12H23F5N3OPtS at a distorted geometry. Source: OMol25; level of theory: ωB97M-V with the def2-TZVPD basis set.

Output
LUMO energy (alpha / beta) = -4.13 / -4.19 eV
spin multiplicity = 1
gap between HOMO and LUMO (alpha / beta) = 7.1 / 7.2 eV
charge = +1

Geometry as XYZ:
```
46
Properties=species:S:1:pos:R:3:forces:R:3
Pt 0.2822 0.2083 -0.0915 -0.16 -0.89 -0.80
C -0.6797 -2.5116 1.2469 -0.52 0.35 0.22
C -1.5937 -1.2877 1.4651 -0.26 -0.61 -0.04
N -0.8310 -0.0900 1.8239 0.04 0.70 -0.61
C -0.0912 -0.1346 3.0860 0.58 0.08 0.13
C 1.3314 0.4616 2.9286 -0.14 -0.11 0.07
N 1.9175 0.2399 1.5988 0.62 0.21 -0.29
C 2.6716 -1.0032 1.3988 0.04 -0.21 0.11
C 1.7691 -2.2404 1.4834 0.50 0.29 0.04
N 0.5864 -2.1220 0.6325 0.06 0.52 -0.98
H -1.2111 -3.2213 0.6147 0.01 -0.04 0.03
H -0.4842 -3.0022 2.2032 -0.01 -0.08 -0.11
H -2.3487 -1.5359 2.2200 0.01 0.06 -0.01
H -2.1189 -1.0499 0.5333 0.05 -0.03 0.13
H -1.4690 0.7028 1.7939 -0.01 -0.02 0.00
H -0.0293 -1.1661 3.4271 -0.03 -0.01 -0.01
H -0.6097 0.4221 3.8740 0.00 -0.11 -0.13
H 1.9803 0.0457 3.7106 -0.07 0.10 -0.03
H 1.2820 1.5411 3.0831 0.03 -0.08 -0.02
H 2.5321 1.0151 1.3601 -0.18 -0.16 0.13
H 3.4709 -1.1018 2.1449 -0.06 -0.06 -0.06
H 3.1274 -0.9506 0.4068 -0.02 0.03 0.11
H 1.4565 -2.3738 2.5198 -0.04 -0.09 -0.09
H 2.3610 -3.1181 1.2062 -0.06 0.08 0.08
H 0.7365 -2.5831 -0.2599 -0.05 -0.06 0.23
F 2.2173 -0.7077 -2.0055 -0.14 0.33 0.08
C 1.0527 0.0389 -2.0211 0.19 -0.63 1.01
F 0.2072 -0.6712 -2.8377 0.04 0.39 0.43
C 1.3790 1.3596 -2.7264 0.11 1.06 0.33
F 1.9831 2.1879 -1.8291 0.30 -0.21 -0.14
F 0.2586 1.9965 -3.0944 -0.20 -0.26 -0.32
F 2.1690 1.2849 -3.7824 -0.02 -0.42 0.02
O -1.8677 1.8856 0.0942 -1.50 -0.42 0.49
S -0.6899 2.6076 -0.4379 0.26 0.44 0.74
C -1.3601 4.1493 -1.2132 0.65 -0.31 -0.23
C -0.6379 5.2971 -0.5462 -0.01 0.26 0.16
C -0.5231 4.9375 0.9317 -0.02 0.18 -0.01
C 0.0539 3.5358 0.9772 -0.01 0.14 -0.69
H -2.4237 4.1144 -0.9851 -0.05 -0.19 0.11
H -1.2029 4.0962 -2.2852 -0.06 -0.05 -0.11
H -1.1862 6.2288 -0.6913 0.06 -0.01 -0.04
H 0.3580 5.4200 -0.9758 0.00 0.05 -0.04
H -1.5102 4.9465 1.3944 -0.04 0.03 0.04
H 0.1111 5.6428 1.4668 -0.03 0.00 0.06
H -0.1769 2.9990 1.8918 -0.03 -0.26 -0.03
H 1.1271 3.5419 0.7949 0.15 -0.02 0.06
```
Forces are in eV/Å.

> Number 4 is which compound?

C12H23F3NO2P2Zr

> Which formula does entry 5 have?

C12H23F5N3OPtS

> Among the records above, which one has the lowest charge?

C12H23Cl10N